[1]
Density functional theory data (ωB97M-V with the def2-TZVPD basis set) for C33H41Cl6CsN10O3Si as an isolated structure at a distorted geometry.

Properties
total charge: -2
HOMO level: -0.1020 hartree

Positions of all 95 atoms, in Å:
Cs -0.65 0.92 1.01
N 1.01 1.63 -1.64
C 2.40 1.56 -2.07
C 3.42 1.95 -0.99
N 3.43 1.11 0.20
C 3.75 1.87 1.41
C 3.37 1.17 2.72
N 1.99 0.71 2.65
C 4.18 -0.12 0.05
C 3.37 -1.32 -0.45
N 2.11 -1.50 0.26
H 0.78 0.76 -1.19
H 0.90 2.36 -0.93
H 2.56 2.25 -2.91
H 2.60 0.56 -2.47
H 3.16 2.96 -0.67
H 4.42 2.00 -1.45
H 3.19 2.80 1.35
H 4.83 2.12 1.46
H 3.56 1.89 3.53
H 4.02 0.31 2.90
H 1.46 1.50 2.28
H 1.60 0.49 3.56
H 4.58 -0.39 1.04
H 5.06 0.02 -0.60
H 4.00 -2.20 -0.33
H 3.17 -1.24 -1.52
H 2.04 -0.87 1.06
H 1.33 -1.31 -0.36
Cl 1.12 0.96 -7.94
C 1.26 0.08 -6.44
C 2.52 -0.25 -5.94
C 2.62 -0.95 -4.77
C 1.49 -1.38 -4.00
O 1.66 -2.03 -2.93
C 0.20 -1.02 -4.54
C -1.10 -1.35 -3.96
N -1.36 -2.03 -2.92
C -2.70 -2.37 -2.70
C -3.46 -3.00 -3.67
C -4.77 -3.45 -3.40
C -5.32 -3.29 -2.16
C -4.58 -2.65 -1.13
C -5.07 -2.49 0.19
C -4.30 -1.86 1.12
C -3.05 -1.36 0.70
N -2.54 -1.49 -0.50
C -3.29 -2.16 -1.41
C 0.13 -0.29 -5.74
H 3.40 0.05 -6.48
H 3.59 -1.21 -4.37
H -1.94 -0.93 -4.54
H -3.00 -3.19 -4.63
H -5.32 -3.94 -4.18
H -6.32 -3.66 -1.94
H -6.05 -2.88 0.44
H -4.61 -1.71 2.14
H -2.43 -0.85 1.42
H -0.85 -0.03 -6.13
Cl -3.35 -0.10 8.62
C -3.07 0.22 6.94
C -2.10 -0.50 6.23
Cl -1.18 -1.72 7.05
C -1.87 -0.25 4.90
Cl -0.68 -1.15 4.01
C -2.58 0.76 4.17
O -2.35 1.00 2.96
C -3.57 1.46 4.93
Cl -4.46 2.67 4.09
C -3.79 1.20 6.27
Cl -5.00 2.10 7.13
N 0.76 -4.05 -0.83
C 0.37 -5.30 -0.73
N 0.59 -6.13 -1.80
N -0.23 -5.83 0.34
C -0.75 -4.86 1.09
N -1.22 -4.04 1.77
H 0.83 -3.53 -1.73
H 0.58 -3.42 -0.04
H 1.35 -5.89 -2.41
H 0.47 -7.11 -1.59
C 1.95 5.73 1.55
Si 0.39 4.64 1.42
C -0.58 4.91 3.02
C -0.65 5.41 0.03
O 0.73 3.11 1.15
H 1.70 6.78 1.72
H 2.53 5.67 0.62
H 2.59 5.39 2.37
H -0.82 5.97 3.18
H -0.02 4.55 3.88
H -1.52 4.35 3.00
H -0.85 6.47 0.22
H -1.62 4.90 -0.05
H -0.15 5.32 -0.93

=====

[2]
Density functional theory data (ωB97M-V with the def2-TZVPD basis set) for C25H31N7O4 in the gas phase at a distorted geometry.

Properties
relative energy (zero: lowest compared OMol25 entry of this formula, charge and spin): 6.90 kcal/mol
HOMO level: -0.3058 hartree

Positions of all 67 atoms, in Å:
C 0.88 0.28 -4.46
O -0.21 -0.41 -3.88
C -1.02 0.28 -3.03
C -0.95 1.65 -2.82
C -1.80 2.27 -1.92
C -2.71 1.53 -1.19
C -2.78 0.15 -1.36
C -3.65 -0.69 -0.47
C -3.10 -0.70 0.98
N -3.51 0.47 1.71
C -4.70 0.57 2.34
C -4.88 1.88 3.08
O -5.54 -0.30 2.29
C -1.57 -0.71 0.97
O -0.96 0.30 1.28
N -1.02 -1.89 0.66
C 0.40 -2.14 0.41
C 0.78 -1.68 -1.00
C 2.28 -1.82 -1.25
N 3.00 -1.04 -0.25
C 2.94 0.29 -0.49
N 2.65 0.83 -1.67
N 2.75 2.14 -1.51
N 3.06 2.46 -0.34
N 3.21 1.32 0.37
C 3.58 1.36 1.73
C 4.85 0.93 2.12
C 5.21 1.01 3.45
C 4.32 1.51 4.39
C 3.06 1.94 3.99
C 2.69 1.87 2.66
C 2.76 -1.57 1.08
C 1.29 -1.46 1.46
C -1.96 -0.47 -2.30
O -2.04 -1.85 -2.43
C -2.39 -2.32 -3.72
H 0.55 1.06 -5.15
H 1.43 -0.48 -5.03
H 1.54 0.70 -3.69
H -0.22 2.25 -3.34
H -1.74 3.34 -1.78
H -3.36 2.01 -0.48
H -4.67 -0.30 -0.43
H -3.69 -1.71 -0.86
H -3.50 -1.59 1.50
H -2.79 1.17 1.80
H -4.08 2.00 3.81
H -4.85 2.71 2.38
H -5.84 1.87 3.60
H -1.64 -2.58 0.26
H 0.54 -3.23 0.48
H 0.51 -0.63 -1.11
H 0.21 -2.25 -1.74
H 2.53 -1.44 -2.24
H 2.60 -2.86 -1.16
H 5.54 0.55 1.38
H 6.19 0.68 3.76
H 4.60 1.57 5.42
H 2.37 2.34 4.72
H 1.72 2.21 2.33
H 3.38 -1.05 1.81
H 3.07 -2.62 1.06
H 1.01 -0.41 1.52
H 1.12 -1.91 2.44
H -1.62 -2.07 -4.46
H -3.34 -1.90 -4.04
H -2.47 -3.40 -3.63

=====

Q: Number 1 is which compound?
A: C33H41Cl6CsN10O3Si